(one)
The following is a DFT calculation (ωB97M-V/def2-TZVPD) of an isolated ion of composition CHClFO3 and charge +1.

## Properties
- Multiplicity: 1
- Gap between HOMO and LUMO (alpha / beta): 0.3073 / 0.2924 Ha
- HOMO (alpha / beta): -17.020 / -16.525 eV
- Net charge: +1

Each atom is followed by the atoms it is bonded to, with distances in Å.
Element x y z (Å)
1 C 1.6924 0.2546 0.0169  O3 1.143, O4 1.615, F5 1.271
2 O -0.6961 -0.6855 0.3219  O4 1.366, Cl6 1.871
3 O 2.2567 1.2369 0.1705  C1 1.143
4 O 0.0916 0.4190 0.1585  C1 1.615, O2 1.366
5 F 1.8236 -0.9964 -0.1632  C1 1.271
6 Cl -2.4653 -0.7592 -0.2819  O2 1.871, H7 1.313
7 H -2.7029 0.5306 -0.2227  Cl6 1.313

***

(two)
The following is a DFT calculation (ωB97M-V/def2-TZVPD) of a 2-piece molecular cluster, CHClFO3 overall.

## Properties
- Multiplicity: 1
- Gap between HOMO and LUMO (alpha / beta): 0.3308 / 0.3308 Ha
- HOMO (alpha / beta): -16.649 / -16.650 eV
- Net charge: +1

Each atom is followed by the atoms it is bonded to, with distances in Å.
Element x y z (Å)
1 C -1.3747 0.0040 -0.1916  F5 1.267, Cl6 1.578, H7 1.167
2 O 2.7250 -0.4271 -0.4614  O4 1.214
3 O 0.9932 0.3767 0.5251  O4 1.280
4 O 2.2499 0.1325 0.5050  O2 1.214, O3 1.280
5 F -1.0873 -0.4718 -1.3305  C1 1.267
6 Cl -1.9843 -0.7712 1.0401  C1 1.578
7 H -1.5217 1.1569 -0.0867  C1 1.167

***

The winner here is (one), beating the second structure by 42.9 kcal/mol.

***

(one)
The following is a DFT calculation (ωB97M-V/def2-TZVPD) of a 2-piece molecular cluster, C11H15NO overall.

## Properties
- Multiplicity: 1
- Gap between HOMO and LUMO: 0.3275 Ha
- HOMO: -8.114 eV
- Net charge: 0
- SMILES string: Cc1c[nH]c2ccccc12.CCO

Each atom is followed by the atoms it is bonded to, with distances in Å.
Element x y z (Å)
1 C -0.1137 -0.7352 2.4501  C2 1.455, O3 1.449, H4 1.069, H5 1.223
2 C 1.1943 -0.1031 2.5261  C1 1.455, H6 1.133, H8 1.060, H9 1.098
3 O -0.5498 -0.8239 3.8295  C1 1.449, H7 0.952
4 H -0.8880 -0.1701 1.9769  C1 1.069
5 H -0.1355 -1.7857 1.8252  C1 1.223
6 H 2.0275 -0.8707 2.5560  C2 1.133
7 H -1.3069 -1.3893 3.9485  O3 0.952
8 H 1.1627 0.5395 3.3681  C2 1.060
9 H 1.4802 0.6739 1.8054  C2 1.098
10 C 0.8932 -2.1751 -2.4374  C12 1.507, H21 1.044, H22 1.097, H28 1.165
11 C 0.1028 0.2870 -1.5243  C12 1.451, C13 1.470, C15 1.416
12 C 0.0259 -1.1414 -1.7671  C10 1.507, C11 1.451, C14 1.402
13 C -1.1245 0.6405 -0.7958  C11 1.470, C16 1.494, N19 1.388
14 C -1.1724 -1.5836 -1.1892  C12 1.402, N19 1.434, H23 1.097
15 C 0.9589 1.3907 -1.7578  C11 1.416, C17 1.387, H20 1.032
16 C -1.2007 1.9711 -0.1205  C13 1.494, C18 1.364, H25 1.120
17 C 0.9000 2.6153 -1.1095  C15 1.387, C18 1.406, H26 1.127
18 C -0.1979 2.8836 -0.2730  C16 1.364, C17 1.406, H27 1.045
19 N -1.8562 -0.5087 -0.5307  C13 1.388, C14 1.434, H24 1.070
20 H 1.7833 1.1734 -2.3391  C15 1.032
21 H 0.6258 -3.0457 -1.9267  C10 1.044
22 H 1.9297 -1.8950 -2.2123  C10 1.097
23 H -1.6720 -2.5456 -1.3553  C14 1.097
24 H -2.9208 -0.4213 -0.5942  N19 1.070
25 H -2.1201 2.2367 0.4609  C16 1.120
26 H 1.5889 3.4531 -1.4146  C17 1.127
27 H -0.1691 3.8413 0.1449  C18 1.045
28 H 0.7544 -2.5117 -3.5442  C10 1.165

***

(two)
The following is a DFT calculation (ωB97M-V/def2-TZVPD) of a 2-piece molecular cluster, C11H15NO overall.

## Properties
- Multiplicity: 1
- Gap between HOMO and LUMO: 0.3285 Ha
- HOMO: -8.047 eV
- Net charge: 0
- SMILES string: Cc1c[nH]c2ccccc12.CCO

Each atom is followed by the atoms it is bonded to, with distances in Å.
Element x y z (Å)
1 C 2.6758 1.1113 1.3953  C3 1.457, H13 1.028, H14 1.106, H19 1.133
2 C 1.5731 0.1556 -0.6547  C3 1.388, N10 1.414, H11 1.115
3 C 1.5121 0.7789 0.5841  C1 1.457, C2 1.388, C5 1.478
4 C -0.6365 0.7740 -0.3193  C5 1.425, C6 1.440, N10 1.378
5 C 0.1502 1.3351 0.7274  C3 1.478, C4 1.425, C7 1.416
6 C -1.9740 1.2372 -0.5862  C4 1.440, C8 1.395, H15 1.069
7 C -0.3189 2.4721 1.4298  C5 1.416, C9 1.401, H16 1.075
8 C -2.3473 2.4425 0.0077  C6 1.395, C9 1.442, H17 1.120
9 C -1.5155 3.0658 1.0072  C7 1.401, C8 1.442, H18 1.115
10 N 0.2576 0.1665 -1.1734  C2 1.414, C4 1.378, H12 0.980
11 H 2.4384 -0.0757 -1.3191  C2 1.115
12 H -0.0655 -0.3719 -1.9259  N10 0.980
13 H 2.5837 2.0848 1.7128  C1 1.028
14 H 3.7141 1.0672 1.0160  C1 1.106
15 H -2.5347 0.7221 -1.3362  C6 1.069
16 H 0.3445 3.0045 2.0870  C7 1.075
17 H -3.2784 2.9232 -0.3873  C8 1.120
18 H -1.7309 4.1281 1.2690  C9 1.115
19 H 2.7980 0.3406 2.2165  C1 1.133
20 C -0.2075 -3.5390 -0.0738  C21 1.649, O22 1.344, H23 1.090, H24 1.138
21 C -0.6307 -2.8851 -1.5277  C20 1.649, H25 1.076, H27 1.040, H28 1.092
22 O -0.4907 -2.6040 0.8491  C20 1.344, H26 0.992
23 H -0.6485 -4.5254 0.0664  C20 1.090
24 H 0.9088 -3.7526 -0.1271  C20 1.138
25 H -0.4494 -3.6699 -2.2411  C21 1.076
26 H -0.4278 -1.6391 0.6268  O22 0.992
27 H -0.0030 -2.0711 -1.6875  C21 1.040
28 H -1.6973 -2.6759 -1.6358  C21 1.092

***

The winner here is (two), beating the second structure by 2.8 kcal/mol.